This record from the OMol25 dataset describes 14 unconnected molecules or ions with the total composition C31H90O14 at a distorted geometry. The level of theory is ωB97M-V/def2-TZVPD.

Charge ... 0
Orbital gap ... 10.276 eV
Energy above the lowest of the compared OMol25 structures with the same formula, charge and spin ... 1.8797 eV
HOMO energy ... -9.54 eV

Last column: Löwdin charge in e.
Cartesian coordinates (Å):
1 C 4.79745 9.02055 21.57846  -0.0561
2 C 3.98978 7.77778 21.72213  -0.4729
3 C 4.59203 6.94828 22.86344  -0.0267
4 O 2.61466 8.04926 21.99512  -0.0730
5 H 5.82638 8.72445 21.24343  0.1061
6 H 4.76079 9.58507 22.54425  0.0989
7 H 4.40401 9.69513 20.75592  0.0683
8 H 4.02960 7.15364 20.73466  0.1495
9 H 3.89728 6.29189 23.32325  0.0578
10 H 4.97028 7.66467 23.55109  0.0602
11 H 5.44520 6.36182 22.50028  0.0849
12 H 2.19887 7.33318 22.46049  0.0364
13 C -1.47518 7.15364 27.94462  -0.0731
14 C -2.18239 6.24907 27.05190  -0.4493
15 C -3.75012 6.45630 26.94573  -0.0504
16 O -1.77923 6.34743 25.62554  -0.0827
17 H -2.03362 7.32332 28.83977  0.0742
18 H -1.33611 8.15376 27.50119  0.0963
19 H -0.48674 6.73684 28.21850  0.0934
20 H -2.06293 5.23194 27.39927  0.1214
21 H -4.16089 5.80663 26.13166  0.0626
22 H -4.00871 7.48893 26.79257  0.0609
23 H -4.33603 6.12584 27.86387  0.0880
24 H -0.86311 6.61350 25.65861  0.0178
25 C 1.16807 4.82552 20.81309  -0.0101
26 C 0.37060 5.12770 22.07620  -0.3367
27 C -0.53182 4.13213 22.88138  -0.0056
28 O 1.32670 5.69146 23.07543  -0.1203
29 H 2.02960 4.25144 21.11475  0.0609
30 H 1.43141 5.77114 20.30657  0.0892
31 H 0.54030 4.15388 20.24372  0.0734
32 H -0.31858 5.96735 21.87513  0.1213
33 H -0.78530 4.78391 23.69995  0.0645
34 H -0.06847 3.22994 23.32281  0.0793
35 H -1.46929 3.99463 22.37515  0.0349
36 H 1.93001 5.03661 23.40039  0.0405
37 C -3.98591 3.73022 17.51495  -0.0794
38 C -4.07346 3.81164 19.02656  -0.3527
39 O -2.77849 3.91211 19.54984  -0.1041
40 H -4.93543 3.81626 16.98495  0.0749
41 H -3.37695 2.86230 17.20822  0.0826
42 H -3.46441 4.65306 17.25945  0.0657
43 H -4.61678 2.87286 19.40138  0.1211
44 H -4.79618 4.57096 19.33282  0.1124
45 H -2.43500 4.75491 19.20711  0.0544
46 C 3.70775 1.20418 21.66697  -0.0914
47 C 2.27711 0.88776 21.21898  -0.3004
48 O 1.38585 1.67450 21.97828  -0.0983
49 H 3.94634 2.26738 21.52825  0.0524
50 H 4.43404 0.64158 21.04564  0.0796
51 H 3.97397 0.89129 22.69424  0.0778
52 H 2.13712 -0.23281 21.47424  0.1315
53 H 2.14342 1.00378 20.12597  0.1217
54 H 0.56151 1.57569 21.55426  0.0032
55 C 4.48863 5.46254 18.00710  -0.1005
56 C 5.39380 5.14389 19.14736  -0.3194
57 O 4.55265 4.49093 20.10943  -0.0949
58 H 5.09460 5.76893 17.14273  0.0684
59 H 3.85391 6.36728 18.13810  0.0651
60 H 3.93786 4.55336 17.76158  0.0812
61 H 5.89091 6.04495 19.56176  0.1101
62 H 6.18106 4.46520 18.73573  0.1177
63 H 5.07626 4.22276 20.84579  0.0523
64 C -4.13315 2.09249 24.29062  -0.0663
65 C -4.61301 3.36231 23.51935  -0.2449
66 O -3.97597 3.57210 22.23143  -0.1121
67 H -3.02988 2.12529 24.46631  0.0815
68 H -4.29439 1.18507 23.72641  0.0594
69 H -4.63644 2.06500 25.24530  0.0660
70 H -4.50452 4.24384 24.16991  0.0980
71 H -5.65652 3.21875 23.30824  0.1029
72 H -3.02799 3.34632 22.32080  0.0537
73 C 1.29070 11.12595 21.17699  -0.0855
74 C 1.98357 10.76711 19.89394  -0.2682
75 O 1.85880 9.31833 19.62658  -0.1296
76 H 0.31007 10.79638 21.04868  0.0358
77 H 1.14446 12.26510 21.18663  0.1092
78 H 1.67690 10.57193 22.08820  0.0934
79 H 3.05283 10.88870 20.02464  0.0782
80 H 1.64822 11.42849 19.04311  0.1349
81 H 1.88417 8.84428 20.48065  0.0555
82 C -2.47798 -0.38553 20.97721  -0.0769
83 C -2.22391 0.85896 20.09761  -0.2072
84 O -0.91773 1.52165 20.50669  -0.1190
85 H -1.74796 -1.13731 20.62449  0.0772
86 H -3.52892 -0.73783 20.84760  0.0847
87 H -2.36547 -0.31892 22.03639  0.0492
88 H -3.08668 1.52758 20.06817  0.0788
89 H -2.04606 0.52328 19.10265  0.0960
90 H -1.14344 2.42080 20.20428  0.0523
91 C 1.75185 3.95319 26.58536  -0.0909
92 C 2.23801 2.88813 25.65702  -0.2718
93 O 2.13367 3.34125 24.28125  -0.1298
94 H 2.44535 4.77543 26.89088  0.0872
95 H 1.49855 3.52257 27.57706  0.0825
96 H 0.86067 4.46349 26.25514  0.0540
97 H 1.61379 1.93858 25.68450  0.1344
98 H 3.23389 2.58658 25.89356  0.0936
99 H 2.10574 2.56035 23.67742  0.0639
100 C 5.57569 8.91235 16.40717  -0.1054
101 C 4.34858 9.49710 17.08016  -0.2865
102 O 3.94134 8.70067 18.22482  -0.1230
103 H 5.89301 9.61169 15.63903  0.0692
104 H 5.44794 7.93056 15.93251  0.0657
105 H 6.40078 8.73744 17.08115  0.0661
106 H 3.59362 9.53581 16.28356  0.1116
107 H 4.64263 10.48882 17.46658  0.1101
108 H 3.10541 8.99955 18.61168  0.0046
109 C -1.49280 8.93716 18.32002  -0.0570
110 C -1.04102 7.52354 18.79853  -0.2490
111 O -2.18323 6.61684 18.83370  -0.1362
112 H -2.11950 8.83011 17.41876  0.0838
113 H -0.65499 9.59069 18.18707  0.0485
114 H -2.06181 9.40218 19.09729  0.0420
115 H -0.61838 7.52968 19.76768  0.0736
116 H -0.40901 7.11471 18.04475  0.1027
117 H -2.54546 6.65553 19.77292  0.0588
118 C -2.75313 8.37047 22.03165  -0.0610
119 C -3.52051 7.05479 22.38448  -0.2733
120 O -3.15887 6.17482 21.35979  -0.1269
121 H -3.10843 8.75704 21.10823  0.0464
122 H -1.67785 8.14005 21.88910  0.0669
123 H -2.86203 9.06709 22.89117  0.0853
124 H -4.57534 7.32795 22.25691  0.1142
125 H -3.27782 6.70682 23.38463  0.0983
126 H -3.31228 5.25439 21.67596  0.0582
127 C 2.57099 8.70334 26.41780  -0.0695
128 C 1.45460 8.42843 25.42136  -0.2569
129 O 1.08756 7.02282 25.50478  -0.1093
130 H 2.56055 9.76320 26.57544  0.0668
131 H 3.54074 8.36413 26.08784  0.0669
132 H 2.39167 8.21763 27.35099  0.0619
133 H 1.86300 8.67176 24.48435  0.0752
134 H 0.54940 9.03627 25.56447  0.1158
135 H 1.17438 6.68904 24.61428  0.0262

Cartesian forces (eV/Å) of the 3 atoms listed first:
-0.052 1.499 -1.108
-0.193 -2.608 -1.350
0.648 0.221 -1.414